The following is a quantum chemistry calculation of a molecular structure, C39H51HoN4OPSi, from OMol25.

CARTESIAN COORDINATES (ANGSTROEM)
Ho 0.15289 -0.83003 -1.03351
C 0.49711 -3.05489 -0.36820
Si 1.98326 -2.58336 0.68803
C 1.45979 -1.56535 2.15508
N 0.36714 -0.72095 1.76036
C -0.90746 -1.39663 2.11855
C -1.13099 -1.36313 3.65597
C -1.50753 0.06289 4.09965
C -0.70560 1.14102 3.24335
C 0.50675 0.56059 2.59665
C 3.08574 -3.97379 1.41194
C 4.46255 -3.92710 1.70387
C 5.10254 -4.97336 2.40365
C 4.25797 -6.00768 2.82789
C 2.90349 -6.11643 2.49057
C 2.37917 -5.11257 1.69466
C 2.83548 -1.17902 -0.41733
C 2.79843 0.16721 -0.10499
C 3.35487 1.18112 -0.91227
C 4.05990 0.77338 -2.02990
C 4.19120 -0.59275 -2.35601
C 3.55329 -1.52493 -1.54213
H -0.15093 -3.70465 0.27657
H 0.90501 -3.74043 -1.13636
H 2.27410 -0.86018 2.41349
H 1.16860 -2.14949 3.04684
H -0.86386 -2.39546 1.88380
H -1.71761 -0.93217 1.64980
H -0.25161 -1.71013 4.19842
H -1.90729 -2.13669 3.73468
H -1.37596 0.17481 5.20526
H -2.52508 0.34193 3.92271
H -0.38906 2.00252 3.84672
H -1.40121 1.57397 2.49639
H 1.22469 0.21607 3.40875
H 1.06547 1.33951 2.09914
H 4.93378 -3.03559 1.40521
H 6.18949 -4.91890 2.52990
H 4.60772 -6.75598 3.45955
H 2.27953 -6.89672 2.96793
H 1.34787 -5.12924 1.26270
H 2.35576 0.55643 0.75186
H 3.23788 2.14018 -0.52160
H 4.41584 1.51902 -2.75040
H 4.65007 -0.95660 -3.25669
H 3.59610 -2.59774 -1.89344
N 0.85662 -1.46820 -8.85865
C 0.76245 -1.31738 -7.70425
C 0.66053 -1.27324 -6.25991
C 0.20860 -2.37102 -5.55191
C 0.12803 -2.31222 -4.12188
C 0.59616 -1.20104 -3.42194
C 1.13850 -0.17530 -4.19112
C 1.10847 -0.16646 -5.56691
H -0.11067 -3.23171 -6.08517
H -0.23061 -3.20958 -3.64946
H 1.53207 0.75614 -3.71329
H 1.48006 0.74403 -6.14296
C -3.25638 3.89861 1.67511
C -2.64735 5.18417 1.05524
N -1.20190 5.35542 1.32765
C -0.85269 6.19033 2.62074
C -1.09180 5.33095 3.90347
C -0.26318 4.61337 0.73035
O 0.82590 4.41640 1.24009
C -0.72621 3.82615 -0.49208
C -1.35811 4.19218 -1.65956
C -1.59775 3.28060 -2.62079
C -1.32063 1.94530 -2.32945
N -0.69412 1.53066 -1.22053
C -0.36786 2.50497 -0.36268
H -4.23261 3.77969 1.25455
H -3.23969 3.84946 2.80420
H -2.56392 3.06635 1.29847
H -3.22012 6.07489 1.24962
H -2.81560 5.10078 -0.00979
H -1.44775 7.09140 2.50524
H 0.18330 6.50125 2.53755
H -2.02412 4.75333 4.02792
H -0.82832 5.92992 4.78558
H -0.28157 4.52994 3.83121
H -1.49658 5.20387 -1.93115
H -1.96003 3.63790 -3.58986
H -1.54566 1.13839 -3.10014
H 0.20064 2.20349 0.48358
C -3.44115 -1.11258 -3.11657
P -2.70689 -1.31811 -1.43371
C -3.08141 -3.16183 -1.13169
C -3.86387 -0.47319 -0.32860
H -3.72109 -0.02983 -3.26169
H -4.34743 -1.70501 -3.13857
H -2.72377 -1.43921 -3.90025
H -4.14099 -3.34396 -0.97252
H -2.56621 -3.50497 -0.24700
H -2.70273 -3.74616 -1.96582
H -4.84331 -0.58193 -0.79535
H -3.53447 0.55121 -0.16125
H -4.00207 -0.94693 0.61881

Computed properties:
Max |F|, eV Å⁻¹: 3.6
2S+1: 5
Frontier orbital gap (alpha / beta), Ha: 0.2890 / 0.2891
Expectation value of S²: 6.004
Total charge: +1